Molecular formula: C11H18
Method: DFT, ωB97M-V/def2-TZVPD

Results
SMILES: Cc1ccccc1.CC(C)C
ΔE to the lowest compared entry with this formula, charge and spin, eV: 2.218
HOMO energy, eV: -9.04
HOMO-LUMO gap, eV: 9.97

```
! wB97M-V def2-TZVPD RIJCOSX def2/J DEFGRID3
* xyz 0 1
C 0.32 0.33 2.73
C 0.11 -2.78 -0.81
C -0.49 -1.49 -1.28
C -0.39 0.55 -2.59
C 0.64 0.87 1.38
C 0.24 -0.59 -2.06
C -1.73 -1.04 -0.87
C -2.39 0.07 -1.46
C -1.67 0.82 -2.44
C 1.92 0.18 0.88
C 0.57 2.36 1.59
H 0.78 3.12 0.79
H 0.37 -3.24 -1.74
H 2.34 -0.55 1.53
H -0.35 0.84 3.41
H 1.10 -0.05 3.38
H 1.73 -0.20 -0.10
H -0.68 -3.34 -0.36
H -0.15 -0.78 2.64
H 1.28 -0.77 -2.50
H -2.24 -1.76 -0.13
H -0.27 0.54 0.73
H 1.04 -2.49 -0.26
H -0.41 2.55 1.87
H -2.24 1.67 -2.97
H -3.45 0.28 -1.26
H 2.56 1.09 0.70
H 1.25 2.72 2.46
H 0.23 1.10 -3.26
*
```

Molecular formula: C2H13NO4
Method: DFT, ωB97M-V/def2-TZVPD

Results
SMILES: CNCO.O.O.O
ΔE to the lowest compared entry with this formula, charge and spin, eV: 1.487
HOMO energy, eV: -8.91
HOMO-LUMO gap, eV: 9.28

```
! wB97M-V def2-TZVPD RIJCOSX def2/J DEFGRID3
* xyz 0 1
O -4.74 0.25 4.49
O 2.46 -2.88 -0.80
O -0.23 -2.17 1.41
O 2.57 1.46 -1.69
N 0.27 1.18 -0.85
C 1.44 0.62 -1.51
C -0.49 2.08 -1.70
H 2.24 -2.72 0.12
H 1.17 0.36 -2.54
H 0.45 1.60 0.05
H -1.37 1.56 -2.12
H 0.08 2.48 -2.55
H 1.78 -0.31 -1.07
H 2.34 2.30 -2.08
H 2.45 -3.83 -0.98
H -3.99 -0.14 4.93
H -0.34 -1.44 2.03
H 0.12 -2.91 1.91
H -5.31 -0.39 4.06
H -0.90 2.90 -1.10
*
```

Molecular formula: C4H11BrNOPS2
Method: DFT, ωB97M-V/def2-TZVPD

Results
Expectation value of S²: 2.01
HOMO energy (alpha / beta), eV: -7.61 / -9.27
HOMO-LUMO gap (alpha / beta), eV: 6.88 / 6.51

```
! wB97M-V def2-TZVPD RIJCOSX def2/J DEFGRID3
* xyz 0 3
Br 3.60 -0.32 -0.17
S 2.08 0.67 1.23
S -2.33 -2.40 -0.55
P -0.59 -1.73 -0.02
O 0.69 -2.49 -0.72
N 0.65 0.73 0.63
C 0.02 1.67 -0.18
C 0.44 1.38 -1.70
C -0.28 -2.04 1.87
C -1.47 1.62 -0.08
H 1.51 -2.28 -0.38
H -1.91 1.65 0.96
H -1.90 2.37 -0.58
H 1.30 0.68 -1.66
H -1.17 -1.57 2.27
H 0.46 -1.52 2.35
H -0.16 -3.17 1.85
H -1.79 0.68 -0.60
H -0.35 0.99 -2.37
H 0.80 2.28 -2.26
H 0.39 2.79 0.12
*
```

Molecular formula: C43H44FN3O3PdSb2
Method: DFT, ωB97M-V/def2-TZVPD

Results
Expectation value of S²: 6.08
HOMO energy (alpha / beta), eV: -16.88 / -16.81
HOMO-LUMO gap (alpha / beta), eV: 6.95 / 3.30

```
! wB97M-V def2-TZVPD RIJCOSX def2/J DEFGRID3
* xyz 4 5
Sb -0.18 3.20 0.31
Sb -2.03 -1.62 -1.22
Pd 0.40 1.11 -2.82
F 5.30 -3.56 -4.85
O 0.13 0.04 -0.77
O 1.94 -0.60 -2.82
O 1.38 1.13 0.70
N 4.39 -1.74 0.27
N 9.95 -5.16 -3.43
N 7.27 -4.03 -2.89
C 4.65 -2.20 -1.00
C -2.91 0.70 -3.13
C 2.39 -0.65 -0.47
C -3.81 5.20 -1.33
C -2.65 1.23 0.02
C 6.10 -3.38 -2.60
C 3.30 -1.00 0.50
C 1.22 0.23 -0.13
C -1.98 5.83 0.65
C -1.82 4.70 -0.13
C -1.62 1.62 -4.96
C -1.63 1.66 1.06
C -5.91 -4.35 -2.63
C 8.12 -4.61 -1.86
C -4.94 -4.03 -3.56
C -1.97 -0.30 -2.96
C -0.70 0.57 -4.86
C -3.73 -2.92 -1.84
C 2.09 3.39 -4.20
C -3.81 -3.33 -3.16
C -3.09 6.64 0.44
C -0.88 -0.40 -3.85
C 8.96 -5.73 -2.46
C 0.66 3.04 -1.77
C 5.25 -2.06 1.41
C 0.10 3.74 -2.85
C 5.14 -3.09 -3.60
C 4.92 -3.44 1.98
C 3.76 -1.87 -2.05
C 4.02 -2.36 -3.34
C -2.72 4.37 -1.12
C -5.80 -3.95 -1.31
C 5.79 -2.95 -1.30
C 2.67 2.69 -3.14
C -4.00 6.32 -0.55
C -4.67 -3.26 -0.89
C -2.73 1.66 -4.13
C 9.36 -4.00 -4.17
C 1.98 2.53 -1.93
C 0.81 3.92 -4.04
C -3.06 -0.23 0.18
C 7.84 -4.10 -4.23
C 2.62 -1.01 -1.84
H 6.50 -3.16 -0.52
H 9.66 -3.07 -3.69
H 10.79 -4.85 -2.92
H 9.74 -3.98 -5.19
H 3.69 2.34 -3.22
H -2.23 1.37 -0.98
H -2.10 2.15 1.92
H -3.22 7.51 1.05
H 7.49 -5.05 -1.08
H 6.29 -2.00 1.10
H 5.57 -3.65 2.83
H -2.61 3.48 -1.74
H 0.37 4.53 -4.82
H -3.04 -3.09 -3.88
H -4.51 4.95 -2.12
H 0.06 0.44 -5.63
H 3.32 -2.15 -4.14
H 5.07 -4.22 1.23
H -3.48 2.43 -4.28
H -6.75 -4.97 -2.93
H -4.87 6.94 -0.70
H 3.13 -0.67 1.52
H -1.02 0.84 1.41
H -5.03 -4.34 -4.59
H -6.58 -4.18 -0.60
H 3.89 -3.48 2.33
H 10.25 -5.90 -4.07
H -2.87 -0.59 1.19
H 7.53 -5.01 -4.75
H 9.49 -6.27 -1.67
H -0.84 4.26 -2.73
H 7.49 -3.25 -4.82
H -1.27 6.08 1.42
H -4.58 -2.97 0.15
H -1.50 2.36 -5.74
H 8.76 -3.85 -1.40
H -3.53 1.86 0.10
H -0.27 -1.31 -3.87
H 2.65 3.57 -5.10
H 8.31 -6.44 -2.97
H 5.10 -1.31 2.18
H -4.12 -0.38 -0.04
H 2.52 2.15 -1.06
H -3.81 0.73 -2.53
*
```

The F_max results, record by record, are as follows: 5.3, 1.1, 4.3, 2.2 eV/A.